one:
# C22H66O22

A 11-piece molecular cluster, C22H66O22 overall (ωB97M-V/def2-TZVPD, the Open Molecules 2025 dataset).

```
110
Properties=species:S:1:pos:R:3
O 0.27 5.60 4.31
O 1.48 0.94 -0.92
O 4.14 9.59 -0.61
O 6.54 -4.83 1.11
O -3.23 1.05 7.09
O -6.02 -3.24 -5.46
O 3.22 -2.07 7.39
O -1.10 -0.30 1.16
O -5.45 3.06 7.82
O -7.92 1.51 3.01
O -4.07 -8.68 -4.63
O -7.67 2.06 -0.03
O 4.94 6.72 -0.55
O 4.79 1.55 -6.12
O -5.77 0.00 -5.15
O 3.30 -0.02 9.75
O 1.88 -5.95 -6.31
O -0.44 9.16 4.86
O 4.87 -3.37 -0.62
O 7.30 0.33 -4.84
O 1.72 -3.26 -5.42
O -0.94 -8.36 -2.69
C 2.38 -0.99 9.50
C 5.85 0.74 -6.81
C 7.12 1.04 -6.03
C 3.39 8.53 -1.17
C 3.69 7.31 -0.33
C -2.30 -8.18 -2.83
C -8.19 0.67 1.93
C -3.13 2.01 8.10
C 4.58 -4.66 -0.16
C -0.19 -0.59 0.08
C 0.72 -3.79 -6.33
C 2.19 -1.22 7.94
C -7.27 0.87 0.74
C -0.46 6.80 4.20
C 0.14 0.62 -0.95
C -4.85 -1.06 -5.22
C -0.12 7.86 5.25
C -4.02 3.19 7.80
C 1.33 -4.95 -7.13
C 5.21 -5.07 1.13
C -5.39 -2.16 -6.13
C -2.68 -8.76 -4.28
H 3.75 7.75 0.66
H 5.45 7.30 -1.11
H -0.40 7.30 3.23
H -3.95 -0.64 -5.67
H 4.20 -0.25 9.54
H 0.86 5.47 3.57
H -4.62 -1.38 -4.20
H -3.67 3.53 6.82
H 7.14 2.09 -5.74
H -0.09 0.41 -2.00
H 4.96 -5.30 -0.96
H 0.95 7.77 5.48
H -2.72 -8.61 -1.93
H 4.72 1.30 -5.20
H -0.72 -1.35 -0.49
H -3.78 3.92 8.58
H 0.33 -2.97 -6.93
H -5.95 -1.76 -6.97
H 7.84 0.97 -4.37
H 8.09 0.95 -6.51
H 3.73 8.44 -2.20
H -4.32 -7.78 -4.85
H 1.41 -0.67 9.88
H -3.33 1.66 9.11
H 4.31 10.18 -1.35
H 2.41 -1.93 10.05
H 7.02 -5.34 0.45
H 4.65 -4.69 1.99
H -1.51 6.59 4.35
H 0.61 -5.37 -7.84
H -0.67 0.25 1.81
H -2.33 -9.75 -4.56
H -4.13 0.98 6.76
H -0.27 1.60 -0.72
H 5.46 -3.39 -1.38
H -2.45 -7.10 -2.90
H 1.94 0.12 -0.71
H -7.16 0.00 0.09
H 0.05 -4.11 -5.53
H -6.32 1.16 1.19
H -5.91 0.28 -4.24
H 2.00 -5.56 -5.44
H 2.00 -0.29 7.40
H -0.86 -9.26 -2.39
H 2.88 6.59 -0.43
H -6.49 -2.94 -4.68
H 3.50 -4.80 -0.07
H 2.34 8.82 -1.20
H -9.24 0.86 1.72
H 5.68 -0.34 -6.81
H -2.06 -8.11 -4.89
H 2.37 -2.70 -5.87
H -7.80 2.42 2.73
H 5.96 0.99 -7.86
H 0.26 9.58 4.35
H 2.21 -4.56 -7.65
H -4.62 -2.67 -6.70
H 3.89 -1.59 6.89
H 0.77 -1.02 0.34
H -2.09 2.33 8.13
H -7.85 2.82 0.54
H -8.09 -0.36 2.26
H -0.61 7.68 6.20
H 1.30 -1.77 7.63
H -5.81 2.68 7.01
H 4.97 -6.13 1.20
```

The SMILES is OCCO.OCCO.OCCO.OCCO.OCCO.OCCO.OCCO.OCCO.OCCO.OCCO.OCCO. For the lowest unoccupied orbital energy, the calculation gives 0.002 hartree. Its charge is 0. The calculation puts the HOMO energy at -9.8 eV. The orbital gap comes out at 9.818 eV.

two:
# C22H66O22

A 11-piece molecular cluster, C22H66O22 overall (ωB97M-V/def2-TZVPD, the Open Molecules 2025 dataset).

```
110
Properties=species:S:1:pos:R:3
O 3.76 0.05 -3.41
O 0.49 -6.42 -0.84
O 2.20 -0.52 0.02
O 1.47 0.07 -4.37
O -1.92 -0.88 -1.83
O -0.30 -1.66 0.21
O -3.61 -5.65 0.31
O -3.72 -2.94 -1.28
O 4.82 0.65 -0.56
O -0.92 2.20 1.18
O -3.80 1.20 3.88
O 0.65 -7.66 1.93
O -0.14 1.47 -2.52
O -4.63 -3.06 1.13
O 5.08 4.36 2.14
O -1.69 4.65 0.46
O -2.48 0.74 6.27
O -1.09 4.30 -2.33
O 1.42 5.47 -2.92
O 2.90 2.69 2.68
O 6.59 1.52 1.86
O -1.80 -3.52 1.61
C 2.84 3.74 1.64
C 5.99 0.18 1.66
C 0.24 6.16 -3.20
C 0.07 -0.63 1.18
C -0.60 -6.50 0.16
C -0.92 5.19 -3.38
C -1.40 -0.52 -3.07
C -2.09 2.30 0.43
C -2.78 -3.14 2.61
C 5.80 -0.15 0.18
C -0.09 -6.52 1.61
C 2.38 1.03 -4.88
C -3.86 -2.33 2.06
C -1.34 0.98 -3.27
C -1.79 0.50 5.05
C 3.49 1.37 -3.88
C -3.53 -4.22 -1.83
C -2.72 3.70 0.64
C 1.10 0.26 0.46
C -4.21 -5.32 -0.94
C 4.19 4.05 1.08
C -2.41 1.32 3.89
H -3.05 -4.05 3.19
H 5.45 -1.20 0.07
H -2.25 -2.50 3.32
H -1.27 -5.68 -0.12
H 2.17 3.27 0.93
H 4.31 1.87 -4.38
H -3.51 3.87 -0.09
H 2.07 -0.58 -3.99
H 1.17 -7.07 -0.57
H -4.11 -4.29 -2.78
H 6.71 -0.57 1.89
H -1.64 4.81 -0.49
H -3.10 -2.29 -1.53
H 4.20 0.12 -2.57
H -0.45 3.03 1.11
H -0.77 0.01 1.41
H -3.39 -1.41 1.59
H 5.91 2.21 1.73
H -0.37 -0.82 -3.25
H 2.25 4.56 2.06
H 3.62 2.98 3.31
H -0.90 -2.22 0.75
H -1.85 2.05 -0.66
H 2.76 0.60 -5.83
H -1.17 -1.04 -1.17
H -2.75 1.49 0.73
H -4.02 -5.03 0.96
H -4.15 -6.24 -1.49
H -1.77 5.90 -3.56
H 1.30 4.96 -2.07
H 1.80 -1.32 -0.24
H -1.82 -0.54 4.77
H 0.66 0.95 -2.82
H -2.13 1.60 -2.93
H -2.16 -4.09 0.93
H -0.72 0.81 5.17
H -0.99 -6.45 2.26
H -1.96 1.18 2.90
H -1.20 1.27 -4.35
H -0.85 4.67 -4.33
H 0.59 0.72 -0.42
H 1.80 1.95 -5.07
H 1.50 1.09 1.03
H 0.33 6.75 -4.11
H -4.24 -2.91 0.27
H 0.40 -1.13 2.06
H -1.16 -7.40 -0.02
H 3.19 1.99 -3.03
H -5.23 -5.02 -0.72
H -2.21 2.40 4.08
H 0.46 -5.63 1.82
H -4.62 -2.08 2.73
H -3.08 3.74 1.66
H 1.14 -7.45 2.72
H -2.47 -4.45 -2.08
H 6.79 0.01 -0.26
H 4.18 4.76 0.24
H 5.14 0.05 2.31
H 5.02 5.29 2.30
H -2.78 -0.09 6.54
H -0.79 3.40 -2.58
H 3.94 0.31 -0.34
H 4.62 3.17 0.58
H -0.04 6.79 -2.37
H -4.08 1.40 4.79
H -2.05 -1.02 -3.79
```

The SMILES is OCCO.OCCO.OCCO.OCCO.OCCO.OCCO.OCCO.OCCO.OCCO.OCCO.OCCO. For the lowest unoccupied orbital energy, the calculation gives 0.017 hartree. Its charge is 0. The calculation puts the HOMO energy at -9.9 eV. The orbital gap comes out at 10.384 eV.

Ordering by calculated energy gives the sequence two, one, with the first entry being the most stable.

one:
# H14NO10

A 8-piece molecular cluster, H14NO10 overall (ωB97M-V/def2-TZVPD, the Open Molecules 2025 dataset).

```
25
Properties=species:S:1:pos:R:3
O -0.36 0.04 -0.06
O 5.93 1.81 1.65
O -1.06 -3.49 -4.21
O 2.52 5.35 1.18
O 3.49 0.67 -4.93
O -1.31 1.92 -0.03
O -7.04 -1.50 -2.04
O -0.59 -3.55 3.47
O -1.26 0.71 5.56
O -2.17 0.43 -1.17
N -1.28 0.81 -0.44
H -0.31 -3.10 2.67
H -7.08 -2.28 -2.60
H 2.76 0.16 -4.59
H 5.03 1.55 1.86
H -1.38 -4.02 3.22
H -0.37 1.03 5.74
H -1.13 -0.07 5.03
H 3.60 0.36 -5.83
H -1.68 -2.77 -4.35
H -6.11 -1.28 -2.00
H 1.93 4.60 1.11
H 6.45 1.51 2.39
H -1.54 -4.11 -3.66
H 2.94 5.25 2.03
```

For the lowest unoccupied orbital energy, the calculation gives 0.096 hartree. Its charge is -1. The calculation puts the HOMO energy at -4.2 eV. The orbital gap comes out at 6.808 eV.

two:
# H14NO10

A 8-piece molecular cluster, H14NO10 overall (ωB97M-V/def2-TZVPD, the Open Molecules 2025 dataset).

```
25
Properties=species:S:1:pos:R:3
O 1.19 -3.74 0.06
O 1.16 -0.96 0.18
O -2.06 -0.66 2.33
O 1.62 0.91 -0.80
O 3.74 -1.11 -1.44
O -0.44 0.36 -0.47
O -1.83 2.10 -2.17
O 1.11 3.68 0.25
O -3.62 0.14 -0.47
O 0.66 -1.27 2.99
N 0.77 0.10 -0.35
H 0.21 3.50 0.54
H -2.13 -0.59 1.37
H -4.14 0.74 -1.00
H 3.73 -0.51 -2.19
H -1.45 2.67 -2.85
H 2.91 -0.92 -0.98
H -1.06 1.63 -1.78
H 1.05 -2.77 0.09
H -0.22 -0.88 2.92
H 1.00 -1.23 2.08
H 1.41 2.84 -0.12
H -2.71 0.46 -0.57
H 2.09 -3.83 -0.28
H -2.97 -0.66 2.64
```

For the lowest unoccupied orbital energy, the calculation gives 0.112 hartree. Its charge is -1. The calculation puts the HOMO energy at -7.0 eV. The orbital gap comes out at 10.064 eV.

Ordering by calculated energy gives the sequence two, one, with the first entry being the most stable.

one:
# CH4F2OSi

A 2-piece molecular cluster, CH4F2OSi overall (ωB97M-V/def2-TZVPD, the Open Molecules 2025 dataset).

```
9
Properties=species:S:1:pos:R:3
Si 0.11 -1.23 -1.46
F -0.66 -0.37 -2.54
F 1.42 -1.65 -2.24
O 1.02 0.51 0.85
C -0.07 1.10 1.40
H 0.21 1.47 2.40
H -0.67 -2.20 -0.78
H -0.92 0.40 1.56
H -0.44 1.96 0.81
```

For the lowest unoccupied orbital energy (spin up / spin down), the calculation gives -0.029 / -0.044 hartree. Its charge is 0. The calculation puts the HOMO energy (spin up / spin down) at -10.0 / -8.3 eV. The orbital gap (spin up / spin down) comes out at 9.193 / 7.116 eV.

two:
# CH4F2OSi

CH4F2OSi in the gas phase (ωB97M-V/def2-TZVPD, the Open Molecules 2025 dataset).

```
9
Properties=species:S:1:pos:R:3
Si 1.16 0.61 0.33
F 1.41 0.41 1.90
F 0.01 1.68 0.33
O 0.35 -0.63 -0.31
C -1.03 -0.84 -0.45
H 2.21 1.34 -0.22
H -1.42 0.07 -0.24
H -1.24 -1.07 -1.54
H -1.46 -1.58 0.20
```

The SMILES is CO[SiH](F)F. For the lowest unoccupied orbital energy, the calculation gives 0.034 hartree. Its charge is 0. The calculation puts the HOMO energy at -11.5 eV. The orbital gap comes out at 12.386 eV.

Ordering by calculated energy gives the sequence two, one, with the first entry being the most stable.

one:
# C3H8NO2

C3H8NO2 as an isolated structure (ωB97M-V/def2-TZVPD, the Open Molecules 2025 dataset).

```
14
Properties=species:S:1:pos:R:3
O -0.21 0.79 -0.35
O 1.19 -1.23 0.03
N 1.12 -0.09 0.54
C -1.98 -0.47 0.60
C 2.25 0.84 -0.05
C -1.15 -0.15 -0.57
H -1.81 0.17 -1.42
H 1.97 1.91 -0.03
H -0.59 -1.01 -0.77
H 2.42 0.27 -0.97
H -2.93 -0.98 0.34
H -2.11 0.43 1.10
H 3.25 0.64 0.39
H -1.43 -1.12 1.16
```

For the lowest unoccupied orbital energy, the calculation gives 0.168 hartree. Its charge is -1. The calculation puts the HOMO energy at -2.4 eV. The orbital gap comes out at 6.958 eV.

two:
# C3H8NO2

A 2-piece molecular cluster, C3H8NO2 overall (ωB97M-V/def2-TZVPD, the Open Molecules 2025 dataset).

```
14
Properties=species:S:1:pos:R:3
O -0.78 -1.17 1.66
O -0.25 -2.11 -0.34
N 0.94 0.50 -0.10
C 0.18 1.43 0.74
C 0.46 0.47 -1.49
C -0.83 -2.09 0.79
H 0.40 2.47 0.45
H 0.49 1.27 1.81
H -0.63 0.32 -1.56
H 0.71 1.43 -2.00
H 0.93 -0.37 -2.00
H -1.41 -3.00 1.03
H 0.72 -0.42 0.30
H -0.93 1.26 0.70
```

For the lowest unoccupied orbital energy, the calculation gives 0.162 hartree. Its charge is -1. The calculation puts the HOMO energy at -4.1 eV. The orbital gap comes out at 8.526 eV.

Ordering by calculated energy gives the sequence two, one, with the first entry being the most stable.